C3H3IN2O | wB97M-V/def2-TZVPD

Computed properties:
E_HOMO, eV: -8.0
ΔE to the lowest compared entry with this formula, charge and spin, kJ/mol: 257.2

Each line ends with the Löwdin charge.
Element x y z (Å)
C (-0.37339, 0.33178, 0.69368)  -0.390
C (0.92718, 0.62805, 0.74402)  -0.164
C (-0.51856, -1.82529, -0.86642)  -0.197
N (-1.36554, 0.82496, -0.13353)  -0.456
N (1.97715, 1.15421, 1.02071)  0.194
O (0.38634, -2.37110, -1.28611)  0.025
I (-1.16564, 0.59261, -2.22067)  0.790
H (-0.59848, -0.69413, 1.18012)  0.112
H (-2.15800, 0.28905, 0.18701)  0.030
H (2.88895, 1.06986, 0.68119)  0.056

C3H3IN2O | wB97M-V/def2-TZVPD

Computed properties:
SMILES: C#[N+][O-].N#CCI
E_HOMO, eV: -9.8
ΔE to the lowest compared entry with this formula, charge and spin, kJ/mol: 348.4

Each line ends with the Löwdin charge.
Element x y z (Å)
C (-0.23148, -0.85827, 1.28815)  -0.444
C (-1.30947, 1.34193, -1.65577)  0.080
C (1.16289, -0.66037, 1.17216)  -0.618
N (-1.36313, -0.93197, 1.36137)  0.163
N (-0.75457, 0.40078, -1.79500)  -0.273
O (-0.05634, -0.51865, -1.60275)  -0.051
I (1.57447, 1.30295, 0.35463)  0.846
H (1.65299, -0.59941, 2.28261)  0.112
H (-2.15907, 1.99595, -1.84826)  0.101
H (1.48372, -1.47294, 0.44285)  0.084

C3H3IN2O | wB97M-V/def2-TZVPD

Computed properties:
E_HOMO (spin up / spin down), eV: -7.8 / -7.8
ΔE to the lowest compared entry with this formula, charge and spin, kJ/mol: 390.7

Each line ends with the Löwdin charge.
Element x y z (Å)
C (-0.57526, -1.45053, 0.00285)  -0.109
C (0.30871, -0.19445, -0.12968)  -0.116
C (-2.69905, -0.55956, 0.70915)  -0.651
N (-1.80784, -1.15994, 0.14844)  -0.146
N (-0.35772, 0.80266, 0.24367)  -0.032
O (0.29931, 2.03560, 0.23745)  -0.062
I (-4.48438, 0.05193, -0.08732)  0.750
H (-0.24591, -2.48304, -0.12728)  0.109
H (1.34456, -0.44020, -0.50941)  0.136
H (-0.30230, 2.72846, 0.62789)  0.121

C3H3IN2O | wB97M-V/def2-TZVPD

Computed properties:
E_HOMO, eV: -10.0
ΔE to the lowest compared entry with this formula, charge and spin, kJ/mol: 226.4

Each line ends with the Löwdin charge.
Element x y z (Å)
C (-0.36800, -0.57144, -0.05272)  -0.106
C (-0.86615, -0.00012, 1.04606)  -0.114
C (-0.28390, 0.52594, -0.98603)  -0.909
N (-1.09481, 1.36023, 0.83531)  0.020
N (-0.71398, 1.71590, -0.28494)  -0.022
O (1.20902, 0.77140, -1.61838)  -0.119
I (-1.52873, 0.43539, -2.64630)  0.978
H (0.00223, -1.56062, -0.24468)  0.117
H (-1.11590, -0.46134, 2.08387)  0.145
H (1.26998, 1.47519, -2.21659)  0.010

C3H3IN2O | wB97M-V/def2-TZVPD

Computed properties:
Multiplicity: 3
E_HOMO (spin up / spin down), eV: -6.6 / -8.9
ΔE to the lowest compared entry with this formula, charge and spin, kJ/mol: 172.9
⟨S²⟩: 2.01

Each line ends with the Mulliken spin population.
Element x y z (Å)
C (0.49333, 1.65127, -0.19056)  0.065
C (0.05218, -1.70436, -0.21337)  0.004
C (-1.16778, -1.41321, 0.09602)  -0.001
N (-0.28648, 2.55847, -0.19898)  0.262
N (1.23740, 0.74102, 0.05187)  0.356
O (1.12585, -2.13668, -0.29344)  -0.002
I (3.14559, 0.32499, 0.39640)  1.323
H (-1.24356, -0.95490, 1.05934)  0.000
H (-2.13900, -1.62175, -0.33593)  0.000
H (-1.21754, 2.55516, -0.37135)  -0.006

C3H3IN2O2 | wB97M-V/def2-TZVPD

Computed properties:
E_HOMO (spin up / spin down), eV: -8.3 / -8.4
ΔE to the lowest compared entry with this formula, charge and spin, kJ/mol: 139.3

Each line ends with the Löwdin charge.
Element x y z (Å)
C (-0.17477, 1.61891, -0.06282)  -0.269
C (-0.86415, -0.56629, 0.59251)  -0.566
C (1.13856, -0.34625, -0.86202)  -0.619
N (-0.93799, 0.87370, 0.72194)  0.169
N (0.11361, -1.08694, -0.15936)  -0.056
O (0.08417, 2.71860, -0.29769)  0.169
O (-1.62511, -1.26156, 1.18329)  0.105
I (3.04958, -0.32685, 0.10284)  0.687
H (1.13651, -0.68371, -1.95606)  0.056
H (-1.79112, 1.02383, 1.29681)  0.190
H (-0.12928, -1.96343, -0.55944)  0.132

C3H3IN4S | wB97M-V/def2-TZVPD

Computed properties:
E_HOMO (spin up / spin down), eV: -7.5 / -7.9

Each line ends with the Löwdin charge.
Element x y z (Å)
C (-0.07819, 1.57578, 0.75675)  -0.693
C (1.58352, 0.84483, -1.08984)  -0.739
C (-0.68598, -0.62545, 0.30592)  -0.488
N (-0.83416, 0.59947, 0.94936)  -0.019
N (0.11135, -1.03064, -0.61862)  0.071
N (1.11038, -0.34854, -1.25736)  -0.078
N (-1.59253, -1.53105, 0.74852)  0.132
S (2.67728, 1.87863, -1.56442)  0.674
I (-0.23424, 3.40693, 1.68748)  0.787
H (1.53704, -0.97232, -1.95215)  0.155
H (-2.10606, -1.31290, 1.58429)  0.098
H (-1.48841, -2.48475, 0.45007)  0.101

C3H3IO | wB97M-V/def2-TZVPD

Computed properties:
SMILES: O=C/C=C/I
E_HOMO, eV: -9.5
ΔE to the lowest compared entry with this formula, charge and spin, kJ/mol: 29.8

Each line ends with the Löwdin charge.
Element x y z (Å)
C (-0.03235, 0.22514, 0.64143)  -0.192
C (0.77279, 1.07806, -0.36994)  -0.265
C (-0.54820, -1.01585, 0.46096)  -0.558
O (1.96531, 0.98583, -0.49972)  0.060
I (-1.48317, -2.03924, 2.13940)  0.692
H (0.11455, 0.83053, 1.60676)  0.128
H (0.23531, 1.91373, -0.81527)  0.109
H (-0.52273, -1.55618, -0.46026)  0.027

C3H3IS | wB97M-V/def2-TZVPD

Computed properties:
SMILES: C#CC=S.I
E_HOMO, eV: -8.9
ΔE to the lowest compared entry with this formula, charge and spin, kJ/mol: 71.1

Each line ends with the Löwdin charge.
Element x y z (Å)
C (0.21806, 0.64083, -1.09436)  0.099
C (0.89456, -0.26764, -0.66973)  -0.254
C (1.37819, -1.36483, 0.10077)  -0.719
S (0.35439, -2.05636, 1.07452)  0.726
I (-2.65415, 0.61565, 2.05099)  0.397
H (-0.48472, 1.47385, -1.38086)  0.071
H (2.41184, -1.69155, -0.03335)  0.054
H (-1.62491, 0.63802, 3.23472)  -0.372

C3H3LaO2 | wB97M-V/def2-TZVPD

Computed properties:
Total charge: +2
E_HOMO (spin up / spin down), eV: -16.2 / -17.7
ΔE to the lowest compared entry with this formula, charge and spin, kJ/mol: 474.9

Each line ends with the Löwdin charge.
Element x y z (Å)
C (2.44661, -1.42458, -0.14239)  0.071
H (2.96665, -2.12820, -0.80356)  0.123
H (3.11033, -0.57880, 0.09856)  0.114
H (2.34745, -2.02900, 0.77219)  0.124
C (1.20804, -0.81459, -1.21569)  -0.250
O (0.83679, -1.21303, -2.28636)  0.219
C (0.54962, -0.74709, 0.05483)  -0.186
O (0.59388, 0.33129, 0.76116)  -0.206
La (-1.96967, 0.59161, 1.14936)  1.990

C3H3LiO2Y | wB97M-V/def2-TZVPD

Computed properties:
Total charge: +3
E_HOMO (spin up / spin down), eV: -20.8 / -20.8
ΔE to the lowest compared entry with this formula, charge and spin, kJ/mol: 914.1

Each line ends with the Löwdin charge.
Element x y z (Å)
H (-2.50940, 0.99007, -0.51574)  0.122
O (1.06713, -0.28481, 0.40296)  -0.369
C (0.15615, -1.19166, 0.69226)  -0.275
C (-0.62964, -1.91573, -0.11290)  0.150
C (-1.48814, 0.59219, -0.41156)  -0.039
O (-1.57590, -0.61169, -0.00664)  -0.023
Y (0.53947, 1.71697, -0.22354)  2.117
Li (2.80178, -0.95317, 0.14712)  0.897
H (-0.31533, -2.64581, -0.85222)  0.187
H (0.31823, -2.46741, 0.94718)  0.233

C3H3MgO2Tl | wB97M-V/def2-TZVPD

Computed properties:
Total charge: +1
Multiplicity: 2
E_HOMO (spin up / spin down), eV: -11.4 / -13.6
ΔE to the lowest compared entry with this formula, charge and spin, kJ/mol: 0.0
⟨S²⟩: 0.75

Each line ends with the Mulliken spin population.
Element x y z (Å)
H (1.45906, -1.51180, -0.65976)  0.000
O (-0.88493, 0.40777, 0.80551)  0.060
C (0.18955, 0.18961, 0.05060)  -0.013
C (0.66138, 0.96344, -0.94848)  -0.003
C (0.50216, -1.26121, -0.16537)  0.006
O (-0.18817, -2.12957, 0.35302)  0.000
Tl (-1.89572, -1.52062, 1.62259)  0.022
Mg (-1.85055, 2.06794, 1.17180)  0.926
H (0.25245, 1.95418, -1.15593)  0.000
H (1.75477, 0.84025, -1.07397)  0.001

C3H3N | wB97M-V/def2-TZVPD

Computed properties:
E_HOMO (spin up / spin down), eV: -10.2 / -10.2
ΔE to the lowest compared entry with this formula, charge and spin, kJ/mol: 549.1

Each line ends with the Löwdin charge.
Element x y z (Å)
C (0.02696, 0.81126, 0.63869)  -0.071
C (0.28618, -1.93426, -1.01520)  -0.103
C (0.67706, -0.93261, -0.51413)  -0.101
N (0.32760, 1.77100, 1.38431)  0.075
H (-0.81131, 0.73131, -0.14436)  0.087
H (0.06161, -2.71010, -1.80771)  0.040
H (-0.56810, 2.26341, 1.45840)  0.074

C3H3N2O2 | wB97M-V/def2-TZVPD

Computed properties:
Total charge: -1
SMILES: CC1(C(=O)[O-])N=N1
E_HOMO, eV: -4.4
ΔE to the lowest compared entry with this formula, charge and spin, kJ/mol: 217.8

Each line ends with the Löwdin charge.
Element x y z (Å)
C (-2.56175, 0.70459, 0.02871)  -0.706
C (-1.50104, -0.42454, 0.16010)  -0.400
C (-0.08793, 0.00665, 0.10844)  -0.089
N (-1.91442, -1.96197, -0.41545)  0.135
N (-1.91582, -1.64572, 0.78702)  -0.007
O (-3.66838, 0.25043, -0.30762)  -0.073
O (-2.14899, 1.88415, 0.20564)  -0.093
H (0.53575, -0.68936, 0.88347)  0.105
H (0.00124, 1.14939, 0.30357)  0.100
H (0.27220, -0.28960, -0.82672)  0.028

C3H3N2O2 | wB97M-V/def2-TZVPD

Computed properties:
Total charge: +1
SMILES: O=C1C[N+](=O)C=N1
E_HOMO, eV: -16.3
ΔE to the lowest compared entry with this formula, charge and spin, kJ/mol: 403.0

Each line ends with the Löwdin charge.
Element x y z (Å)
C (0.29671, 1.35301, -0.01970)  -0.003
C (-1.29042, -0.15288, 0.04503)  -0.388
C (0.02224, -0.94638, -0.06305)  0.025
N (-0.92372, 1.22185, 0.03648)  0.247
N (0.97660, 0.07249, 0.02307)  -0.116
O (-2.40085, -0.52946, 0.04201)  0.256
O (2.15438, -0.07873, 0.05825)  0.299
H (0.80202, 2.43407, -0.04725)  0.229
H (0.06091, -1.69354, 0.85550)  0.228
H (0.30214, -1.68042, -0.93035)  0.224

C3H3N2O2S3 | wB97M-V/def2-TZVPD

Computed properties:
Total charge: -1
SMILES: N[S@](=O)([O-])=C1SC=NC1=S
E_HOMO, eV: -3.8
ΔE to the lowest compared entry with this formula, charge and spin, kJ/mol: 0.0

Each line ends with the Löwdin charge.
Element x y z (Å)
C (0.57639, 0.66077, -2.51796)  -0.460
C (-0.52134, -0.64266, -1.03811)  -0.883
C (0.54821, 0.06137, -0.12332)  -0.693
N (-0.28797, -0.26398, -2.30764)  -0.079
N (-0.42473, -0.72145, 2.24548)  -0.095
O (1.22455, 1.04120, 2.13793)  -0.348
O (-1.12209, 1.46083, 1.43555)  -0.355
S (-1.58355, -1.85046, -0.48856)  0.463
S (1.46262, 1.17780, -1.05155)  0.910
S (0.08077, 0.59983, 1.42962)  0.436
H (1.08909, 0.87147, -3.54808)  0.095
H (-1.27036, -0.93884, 1.78951)  -0.047
H (0.22842, -1.45587, 2.03712)  0.056

C3H3N2O4 | wB97M-V/def2-TZVPD

Computed properties:
Total charge: +1
SMILES: O=C1CO[NH+]=C1[N+](=O)[O-]
E_HOMO, eV: -16.2
ΔE to the lowest compared entry with this formula, charge and spin, kJ/mol: 0.0

Each line ends with the Löwdin charge.
Element x y z (Å)
C (1.28025, 0.00445, 0.03461)  -0.182
C (-0.35966, -0.49348, 0.37527)  0.129
C (1.00420, 0.94645, -1.09271)  -0.020
N (-1.02966, 0.41022, -0.24904)  0.201
N (-0.97267, -1.36924, 1.39477)  -0.340
O (2.21322, -0.45446, 0.54986)  0.260
O (-0.33939, -2.21011, 1.90205)  0.236
O (-2.14009, -1.07382, 1.48374)  0.150
O (-0.37281, 1.27172, -1.08347)  0.044
H (1.50912, 1.90661, -1.07577)  0.172
H (1.17029, 0.42614, -2.02875)  0.172
H (-1.96281, 0.63553, -0.21056)  0.179

C3H3N2PS2 | wB97M-V/def2-TZVPD

Computed properties:
SMILES: CSP(=S)(C#N)C#N
E_HOMO, eV: -10.0
ΔE to the lowest compared entry with this formula, charge and spin, kJ/mol: 0.0

Each line ends with the Löwdin charge.
Element x y z (Å)
C (-1.98208, 3.54063, -0.94896)  -0.400
C (-1.39155, 1.85942, -3.00594)  -0.404
C (0.53753, -0.03012, -0.69248)  -0.483
N (-2.35727, 4.58445, -0.71498)  0.139
N (-1.32036, 1.83975, -4.15861)  0.140
P (-1.68125, 1.78293, -1.26292)  0.007
S (-3.10034, 0.43987, -0.87052)  0.229
S (0.14018, 1.69092, -0.30312)  0.623
H (1.45489, -0.42976, -0.12255)  0.070
H (0.66489, -0.21118, -1.73241)  0.010
H (-0.23728, -0.84619, -0.35999)  0.068

C3H3N3 | wB97M-V/def2-TZVPD

Computed properties:
SMILES: N#CC(N)=C=N
E_HOMO, eV: -9.2
ΔE to the lowest compared entry with this formula, charge and spin, kJ/mol: 203.3

Each line ends with the Löwdin charge.
Element x y z (Å)
N (-0.97747, -1.01012, -0.21471)  0.064
C (-0.11780, 0.12546, -0.22454)  -0.354
C (1.15858, -0.11651, -0.01851)  -0.111
N (2.26603, -0.42945, 0.39926)  0.176
C (-0.53819, 1.49264, -0.21300)  -0.190
N (-0.85293, 2.60478, -0.12073)  0.144
H (-1.90838, -0.78580, 0.10771)  0.085
H (-1.00371, -1.48751, -1.10436)  0.083
H (1.97387, -0.39348, 1.38888)  0.102

C3H3N3 | wB97M-V/def2-TZVPD

Computed properties:
SMILES: N#C[C@@H]1N=C1N
E_HOMO, eV: -10.3
ΔE to the lowest compared entry with this formula, charge and spin, kJ/mol: 169.5

Each line ends with the Löwdin charge.
Element x y z (Å)
N (-0.36032, -1.61120, -0.46324)  0.164
C (0.49416, 0.62078, 0.68532)  -0.227
C (0.44405, -0.60278, -0.07162)  -0.429
N (1.56602, -0.04784, -0.19258)  0.209
C (-0.18861, 1.77699, 0.12597)  -0.191
N (-0.78238, 2.63982, -0.36760)  0.138
H (-1.26701, -1.60403, -0.02472)  0.106
H (-0.38302, -1.81383, -1.45118)  0.112
H (0.60755, 0.61054, 1.76601)  0.119